Arrangement a

Below is the ion C2H6N5 with charge +1, with properties calculated with wB97M-V/def2-TZVPD.

Atoms and positions in Å:
H -0.51 -2.46 0.01
N -0.46 -1.48 -0.23
C -1.12 -0.47 -0.17
N -2.33 0.15 -0.09
N 0.01 0.90 -0.04
N 1.32 0.84 -0.54
C 2.28 0.18 -0.11
N 3.29 -0.41 0.15
H -2.69 0.88 -0.69
H -3.15 -0.41 0.23
H -0.14 0.78 1.04
H -0.50 1.70 -0.39
H 3.99 -0.21 0.83

Output
structure (SMILES) = [H]/N=C(\N)[NH2+]N=C=N
spin multiplicity = 1
charge = +1
Kohn-Sham gap = 10.6 eV


Arrangement b

Below is the ion C2H6N5 with charge +1, with properties calculated with wB97M-V/def2-TZVPD.

Atoms and positions in Å:
H 2.02 1.60 -1.80
N 2.18 1.04 -0.97
C 1.23 0.47 -0.40
N 1.52 -0.21 0.80
N 0.66 -0.65 1.52
C -0.74 -0.60 1.24
N -1.05 -0.41 -0.25
N -0.14 0.57 -0.76
H -1.19 -1.53 1.59
H -1.16 0.24 1.81
H -0.95 -1.34 -0.72
H -2.02 -0.10 -0.38
H -0.36 0.93 -1.68

Output
structure (SMILES) = [H]/N=C1/N=NC[NH2+]N1
spin multiplicity = 1
charge = +1
Kohn-Sham gap = 9.3 eV


Result of the stability comparison: arrangement b is the least stable of them.


Arrangement a

Below is a structure of composition H7O3, with properties calculated with wB97M-V/def2-TZVPD.

Atoms and positions in Å:
O -1.39 -1.65 -0.23
H -1.96 -2.01 -0.93
H -1.80 -1.89 0.62
O 1.84 1.15 1.23
H 2.40 1.15 0.44
H 2.20 1.88 1.74
O -0.21 0.35 -0.78
H -0.25 0.96 -1.52
H -0.08 0.89 0.02
H -0.75 -0.82 -0.59

Output
spin multiplicity = 1
charge = +1
Kohn-Sham gap = 11.5 eV


Arrangement b

Below is a cluster of 3 separate species, H7O3 in total, with properties calculated with wB97M-V/def2-TZVPD.

Atoms and positions in Å:
O 1.93 0.87 0.28
H 2.65 0.47 0.79
H 2.19 1.80 0.16
O -1.28 -1.67 -0.26
H -2.14 -1.88 -0.63
H -1.12 -2.29 0.45
O -0.63 0.67 -0.32
H -0.82 -0.36 -0.15
H -1.14 1.47 -0.11
H 0.35 0.93 -0.22

Output
spin multiplicity = 1
charge = +1
Kohn-Sham gap = 13.2 eV


Result of the stability comparison: arrangement a is the least stable of them.


Arrangement a

Below is a cluster of 5 separate species, C4H17N2O6 in total, with properties calculated with wB97M-V/def2-TZVPD.

Atoms and positions in Å:
O 0.86 -0.88 -0.40
C 0.00 0.10 -0.41
N 0.52 1.43 -0.39
C -0.38 2.46 0.12
O -0.70 2.13 1.38
C -1.47 -0.22 -0.69
C -2.49 0.02 0.41
N -1.68 -1.67 -1.22
H 1.46 1.45 -0.12
H -1.10 2.63 -0.63
H 0.22 3.43 0.27
H -1.83 0.40 -1.63
H -3.48 0.40 0.18
H -2.67 -0.82 1.19
H -2.06 0.95 0.92
H -1.05 -2.21 -1.74
H -1.87 -2.10 -0.37
H -0.03 1.30 2.29
H 0.00 -0.28 2.49
O 0.48 0.48 2.79
H 2.47 0.48 1.73
H 2.27 -0.28 0.39
O 2.84 0.35 0.84
H 1.03 -2.77 -0.46
H -0.03 -3.89 -0.53
O 0.92 -3.71 -0.71
H 1.97 -0.04 -2.12
H 3.03 0.58 -1.34
O 2.75 0.28 -2.24

Output
spin multiplicity = 1
charge = -1
Kohn-Sham gap = 8.2 eV


Arrangement b

Below is a cluster of 5 separate species, C4H17N2O6 in total, with properties calculated with wB97M-V/def2-TZVPD.

Atoms and positions in Å:
C -1.07 -1.84 -0.80
C -2.10 -0.71 -1.07
C -2.82 -0.09 0.12
N -2.06 0.75 1.02
N -0.51 -1.82 0.52
C 0.80 -1.55 0.88
O 1.63 -1.20 -0.02
O 1.07 -1.62 2.09
H -1.60 -2.78 -0.99
H -0.24 -1.73 -1.48
H -1.61 0.09 -1.60
H -2.76 -1.04 -1.86
H -3.63 0.52 -0.27
H -3.34 -0.86 0.69
H -1.69 1.55 0.54
H -1.26 0.29 1.41
H -1.08 -2.13 1.29
H 1.32 -0.36 -1.32
H 2.07 0.16 -2.53
O 1.30 0.37 -1.97
H 2.90 1.76 1.28
H 1.59 2.48 1.49
O 2.55 2.69 1.40
H 3.12 -0.24 0.65
H 2.85 -0.38 2.09
O 3.38 0.17 1.49
H 0.49 1.81 -1.37
H 0.68 3.08 -0.59
O 0.01 2.62 -1.09

Output
spin multiplicity = 1
charge = -1
Kohn-Sham gap = 9.0 eV


Result of the stability comparison: arrangement a is the least stable of them.


Arrangement a

Below is the molecule C10H9NO, with properties calculated with wB97M-V/def2-TZVPD.

Atoms and positions in Å:
C 3.13 1.05 -0.12
C 1.91 0.17 0.04
C 1.82 -1.26 0.01
C 0.56 -1.83 0.05
C -0.54 -0.93 0.43
C -1.88 -1.50 0.11
C -3.06 -0.75 -0.15
C -2.84 0.75 -0.12
C -1.60 1.20 0.16
O -1.28 2.56 0.14
C -0.43 0.42 0.16
N 0.80 0.96 0.00
H 3.95 0.45 -0.72
H 2.95 2.10 -0.36
H 3.60 0.72 0.85
H 2.81 -1.82 -0.11
H 0.20 -2.87 0.02
H -2.11 -2.48 0.09
H -4.07 -1.11 -0.53
H -3.57 1.52 -0.34
H -0.37 2.66 0.38

Output
structure (SMILES) = Cc1ccc2cccc(O)c2n1
spin multiplicity = 1
Kohn-Sham gap = 8.4 eV


Arrangement b

Below is the molecule C10H9NO, with properties calculated with wB97M-V/def2-TZVPD.

Atoms and positions in Å:
C 3.00 1.18 0.07
C 3.60 -0.09 -0.05
C 1.64 1.26 0.13
C 2.79 -1.19 -0.11
C 0.87 0.03 0.06
C -3.45 0.26 0.03
C -2.54 1.37 0.01
C -1.57 -1.28 -0.07
C -3.13 -1.06 -0.04
C -0.56 0.10 -0.14
N 1.49 -1.14 0.02
O -1.18 1.25 0.02
H 3.44 2.15 0.02
H 4.61 -0.33 -0.09
H 1.31 2.30 0.18
H 3.00 -2.27 -0.19
H -4.37 0.69 0.12
H -3.03 2.27 -0.09
H -1.20 -1.66 0.80
H -1.08 -1.85 -0.90
H -3.64 -1.98 0.21

Output
spin multiplicity = 1
Kohn-Sham gap (spin up / spin down) = 7.2 / 6.7 eV


Result of the stability comparison: arrangement b is the least stable of them.


Arrangement a

Below is the molecule C7H8O, with properties calculated with wB97M-V/def2-TZVPD.

Atoms and positions in Å:
C 1.18 0.36 -2.49
O -0.15 0.26 -1.87
C -0.16 0.11 -0.50
C 0.23 1.11 0.40
C 0.21 0.90 1.75
C -0.30 -0.30 2.23
C -0.74 -1.35 1.33
C -0.68 -1.11 -0.07
H 1.01 0.69 -3.59
H 1.57 0.98 -1.90
H 1.66 -0.72 -2.19
H 0.50 1.89 -0.02
H 0.58 1.49 2.52
H -0.37 -0.46 3.47
H -1.02 -2.39 1.71
H -1.12 -1.82 -1.00

Output
structure (SMILES) = COc1ccccc1
spin multiplicity = 1
Kohn-Sham gap = 9.8 eV


Arrangement b

Below is a structure of composition C7H8O, with properties calculated with wB97M-V/def2-TZVPD.

Atoms and positions in Å:
C -1.89 -0.26 0.00
C -0.31 -0.37 -0.05
C 0.51 0.59 -0.09
C 0.22 2.06 -0.13
C 1.83 -0.11 0.01
C 1.46 -1.64 -0.28
C 0.21 -1.85 -0.04
H -2.06 -0.50 1.25
H -2.36 0.74 -0.56
H -2.78 -1.26 -0.35
H 0.15 2.44 1.13
H 1.09 2.43 -0.66
H -0.73 2.32 -0.58
H 2.23 -2.28 -0.24
H -0.48 -2.60 0.46
O 2.91 0.27 0.13

Output
spin multiplicity = 1
Kohn-Sham gap = 9.2 eV


Arrangement c

Below is the molecule C7H8O, with properties calculated with wB97M-V/def2-TZVPD.

Atoms and positions in Å:
C 0.51 -3.24 0.28
C 0.79 -1.67 0.07
C 0.01 -0.66 0.35
C -1.22 -0.06 0.80
O -2.31 -0.24 1.25
C -0.19 0.75 0.18
C 0.24 1.81 -0.44
C -0.46 3.13 -0.60
H -0.23 -3.11 0.99
H 1.34 -3.72 0.70
H 0.23 -3.73 -0.60
H 1.72 -1.38 -0.54
H 1.28 1.86 -0.65
H -0.20 3.68 0.32
H -1.54 3.03 -0.69
H 0.03 3.52 -1.42

Output
structure (SMILES) = C/C=c1\c(=O)\c1=C/C
spin multiplicity = 1
Kohn-Sham gap = 8.3 eV


Result of the stability comparison: arrangement b is the least stable of them.


Arrangement a

Below is the molecule C4H4O2, with properties calculated with wB97M-V/def2-TZVPD.

Atoms and positions in Å:
C 1.73 0.52 -0.40
O 0.66 -0.11 -1.15
C -0.24 -0.78 -0.48
O -0.15 -0.77 0.84
C -1.55 -0.57 0.41
C -2.69 -0.26 0.72
H 2.37 0.97 -1.16
H 1.32 1.28 0.26
H 2.28 -0.22 0.18
H -3.73 -0.05 0.78

Output
spin multiplicity = 1
Kohn-Sham gap (spin up / spin down) = 8.2 / 8.2 eV


Arrangement b

Below is the molecule C4H4O2, with properties calculated with wB97M-V/def2-TZVPD.

Atoms and positions in Å:
C -0.50 0.95 1.14
C -0.30 0.28 0.03
C 0.34 -1.12 -0.01
O 0.94 -0.80 -1.25
C 0.32 0.33 -1.48
O 0.30 1.06 -2.40
H -0.67 0.42 2.09
H -0.86 2.03 1.21
H 0.89 -1.26 0.94
H -0.45 -1.89 -0.28

Output
structure (SMILES) = C=C1COC1=O
spin multiplicity = 1
Kohn-Sham gap = 11.2 eV


Arrangement c

Below is the molecule C4H4O2, with properties calculated with wB97M-V/def2-TZVPD.

Atoms and positions in Å:
O -0.56 -2.94 -0.27
C -1.19 -2.05 -0.80
C -0.68 -0.69 -0.78
C -0.15 0.24 -0.23
C 0.65 1.07 0.67
O -0.04 2.23 1.07
H -2.18 -2.23 -1.25
H 0.85 0.39 1.51
H 1.61 1.28 0.20
H 0.62 2.87 1.38

Output
structure (SMILES) = O=CC#CCO
spin multiplicity = 1
Kohn-Sham gap = 10.5 eV


Arrangement d

Below is the molecule C4H4O2, with properties calculated with wB97M-V/def2-TZVPD.

Atoms and positions in Å:
C -2.18 0.18 0.13
C -1.12 -0.37 -0.01
C 0.20 -1.00 -0.17
O 1.22 -0.34 0.56
C 1.40 0.97 0.20
O 2.45 1.38 -0.19
H -3.13 0.66 0.22
H 0.50 -1.03 -1.23
H 0.19 -2.03 0.18
H 0.48 1.58 0.30

Output
structure (SMILES) = C#CCOC=O
spin multiplicity = 1
Kohn-Sham gap = 11.4 eV


Result of the stability comparison: arrangement a is the least stable of them.


Arrangement a

Below is the molecule C4H4O2, with properties calculated with wB97M-V/def2-TZVPD.

Atoms and positions in Å:
C -1.37 -1.61 0.00
C -0.50 -0.69 -0.29
C 0.49 0.18 -0.29
O 1.61 0.08 -1.05
C 0.37 1.38 0.56
O 1.16 2.29 0.45
H -1.06 -2.27 0.80
H -2.33 -1.74 -0.48
H 2.04 0.95 -0.97
H -0.46 1.38 1.29

Output
structure (SMILES) = C=C=C(O)C=O
spin multiplicity = 1
Kohn-Sham gap = 9.7 eV


Arrangement b

Below is the molecule C4H4O2, with properties calculated with wB97M-V/def2-TZVPD.

Atoms and positions in Å:
C 1.88 -0.52 -0.40
C 1.12 0.15 0.26
C -0.26 0.47 0.72
O -0.77 1.71 0.39
C -0.88 -0.61 -0.17
O -1.41 -0.29 -1.20
H 2.51 -1.12 -1.02
H -0.37 0.29 1.80
H -1.16 1.58 -0.50
H -0.68 -1.66 0.12

Output
structure (SMILES) = C#C[C@@H](O)C=O
spin multiplicity = 1
Kohn-Sham gap = 10.9 eV


Result of the stability comparison: arrangement b is the least stable of them.


Arrangement a

Below is a cluster of 2 separate species, C6H15NO2 in total, with properties calculated with wB97M-V/def2-TZVPD.

Atoms and positions in Å:
C 0.98 1.41 -1.22
C 0.83 0.81 0.17
C 0.70 -0.73 0.18
C 2.04 -1.39 -0.10
O -0.22 -1.19 -0.80
C 0.19 -1.19 1.57
O -1.22 -1.14 1.65
H 1.21 2.47 -1.15
H 0.05 1.31 -1.79
H 1.77 0.93 -1.78
H -0.05 1.24 0.65
H 1.70 1.07 0.77
H 2.42 -1.08 -1.07
H 2.76 -1.12 0.67
H 1.93 -2.47 -0.12
H -0.92 -0.52 -0.91
H 0.58 -0.54 2.37
H 0.53 -2.22 1.76
H -1.53 -1.58 0.84
C -2.78 1.20 0.06
N -2.34 0.76 -1.03
H -2.44 0.73 0.97
H -3.49 2.02 0.17
H -2.70 1.20 -1.87

Output
structure (SMILES) = CC[C@](C)(O)CO.C=N
spin multiplicity = 1
Kohn-Sham gap = 10.5 eV


Arrangement b

Below is a cluster of 2 separate species, C6H15NO2 in total, with properties calculated with wB97M-V/def2-TZVPD.

Atoms and positions in Å:
C -0.82 1.55 -1.99
N 0.53 1.13 -1.67
C 0.71 0.47 -0.39
C 2.20 0.45 -0.06
C 0.09 -0.95 -0.33
C -0.63 -1.32 0.95
C 0.10 -1.09 2.25
O -1.60 -2.13 0.92
H -1.54 0.73 -2.08
H -1.18 2.23 -1.21
H -0.81 2.10 -2.93
H 0.93 0.57 -2.42
H 0.20 1.10 0.35
H 2.39 0.00 0.91
H 2.60 1.46 -0.06
H 2.74 -0.13 -0.81
H 0.88 -1.70 -0.47
H -0.63 -1.09 -1.14
H 1.02 -1.68 2.25
H 0.34 -0.04 2.38
H -0.52 -1.42 3.08
O -2.18 0.18 1.12
H -2.48 -0.88 1.16
H -2.35 0.46 0.21

Output
structure (SMILES) = CN[C@H](C)CC(C)=O.O
spin multiplicity = 1
Kohn-Sham gap = 9.8 eV


Arrangement c

Below is a structure of composition C6H15NO2, with properties calculated with wB97M-V/def2-TZVPD.

Atoms and positions in Å:
C 1.72 1.43 1.55
H 1.77 2.27 0.69
H 0.89 1.62 2.02
H 2.66 1.51 2.09
C 1.62 0.36 0.78
C 1.36 -0.93 1.95
H 0.47 -0.72 2.70
H 2.34 -1.05 2.40
H 1.28 -1.88 1.30
O 0.64 0.20 -0.23
C -0.53 0.27 0.12
C -1.34 0.45 -1.16
O -2.81 1.21 -0.75
H -3.36 0.85 -1.50
C -1.61 -0.85 -1.82
N -0.49 -1.54 -2.18
H 0.14 -1.41 -1.54
H -0.17 -0.90 -2.97
H -2.43 -0.95 -2.68
H -2.05 -1.73 -0.90
H -0.95 1.18 -1.88
H -0.99 -0.48 0.97
H -0.71 1.29 0.63
H 2.55 -0.23 0.42

Output
spin multiplicity = 1
Kohn-Sham gap = 10.3 eV


Result of the stability comparison: arrangement c is the least stable of them.